DFT (ωB97M-V with the def2-TZVPD basis set) results for the ion BrO6S2 with charge -1.

Structure (XYZ):
```
9
Properties=species:S:1:pos:R:3:nbo_charge:R:1
O 0.8885 -0.8199 -1.6664 -0.947
S 1.2968 -0.7687 -0.2451 2.473
O 0.5819 -1.6059 0.6091 -0.930
O 2.8068 -0.7700 -0.1223 -0.896
O 0.3948 0.8573 0.1472 -0.951
S -1.1191 0.8690 0.0208 2.338
O -1.7458 2.1204 -0.2067 -0.907
O -1.5483 -0.2873 -0.6600 -0.906
Br -1.5556 0.4051 2.1234 -0.273
```

Output
- Total charge: -1
- HOMO energy: -6.5 eV
- LUMO level: 3.090 eV

***

DFT (ωB97M-V with the def2-TZVPD basis set) results for a cluster of 13 separate species, C102H177N13O18 in total.

Structure (XYZ):
```
310
Properties=species:S:1:pos:R:3:mulliken_charge:R:1
C -2.3866 6.8370 4.3471 -1.648
C -2.3422 6.1890 3.0066 1.280
C -1.0591 5.4161 2.6532 -0.547
C -0.9955 4.1293 3.5577 -0.982
C -2.2175 3.1877 3.3230 0.692
C -3.5544 3.9122 3.4512 2.681
N -3.4682 5.2291 2.7254 1.163
O -4.7801 5.8609 2.9347 -0.572
C -4.6296 3.0138 2.8016 -1.862
C -3.8948 4.1035 4.9282 -2.272
C -2.6505 7.2581 1.9095 -2.028
H -2.1472 6.1270 5.1907 0.211
H -3.3635 7.3756 4.5055 0.336
H -1.5864 7.6363 4.3271 0.433
H -1.1624 5.0270 1.6404 -0.716
H -0.1596 5.9938 2.7191 0.995
H -0.9464 4.4307 4.6716 0.238
H -0.0719 3.6815 3.2464 0.199
H -2.2948 2.3363 4.0642 -0.074
H -2.0756 2.7734 2.3292 -1.280
H -4.4227 2.9964 1.7038 0.258
H -4.5699 2.0246 3.2700 -0.128
H -5.5755 3.4617 3.0267 0.741
H -3.0317 4.2270 5.5540 0.332
H -4.4728 5.0235 4.9623 0.506
H -4.6016 3.4309 5.3389 0.514
H -3.5538 7.6991 2.2945 0.537
H -2.9244 6.7098 0.9993 0.164
H -1.8540 7.9484 1.8768 0.533
H -5.2248 5.6853 2.1090 0.306
C -0.1685 5.3626 -1.3936 -1.813
C -0.3864 3.9434 -1.7683 1.423
C -1.0713 3.0323 -0.6840 0.417
C -2.5179 3.4024 -0.5077 1.947
C -3.2174 3.2187 -1.8204 -1.160
C -2.6640 4.0781 -2.9352 1.699
N -1.2178 3.8311 -3.0352 1.555
O -0.6301 4.6657 -4.0529 -0.594
C -3.2751 3.6029 -4.2097 -1.732
C -3.0426 5.5837 -2.6354 -1.868
C 0.9778 3.3333 -2.0972 -1.718
H -1.1211 5.9803 -1.3308 0.208
H 0.5013 5.8994 -2.1192 0.286
H 0.3314 5.5110 -0.4494 0.446
H -0.9594 2.0319 -1.0782 -0.647
H -0.4835 3.0996 0.2543 0.317
H -2.5319 4.4515 -0.1995 -1.430
H -3.0884 2.7412 0.1871 -0.324
H -4.2418 3.4504 -1.8681 0.716
H -3.1251 2.2048 -2.1659 -0.938
H -4.3783 3.6658 -4.1193 0.594
H -2.9952 4.3304 -4.9926 0.402
H -2.8691 2.5668 -4.4599 -0.082
H -3.0198 5.7970 -1.5783 0.367
H -2.2541 6.2468 -3.1046 0.279
H -4.0485 5.6890 -3.0669 0.469
H 1.3583 3.7789 -3.0513 0.719
H 0.8186 2.2652 -2.3210 -0.331
H 1.7175 3.5748 -1.2854 0.376
H -0.3021 4.0199 -4.6549 0.335
C -1.8631 -3.4436 7.5588 -1.662
C -2.9734 -2.4099 7.4524 1.298
C -2.2676 -1.0646 7.6962 -0.901
C -3.0367 0.1587 7.1628 -1.447
C -3.2924 -0.0557 5.6848 0.718
C -4.0708 -1.4106 5.3839 1.314
N -3.3283 -2.4962 6.0012 1.283
O -4.1316 -3.6744 5.9049 -0.688
C -5.5363 -1.3518 5.8107 -1.949
C -4.0129 -1.7420 3.8762 -0.510
C -4.0977 -2.5972 8.4858 -1.884
H -2.2222 -4.4475 7.2794 0.466
H -1.3899 -3.5471 8.5696 0.371
H -1.0248 -3.2329 6.8962 0.055
H -2.1742 -0.9707 8.7981 0.426
H -1.2445 -1.1476 7.2961 0.135
H -2.4936 1.0535 7.4554 0.470
H -3.8805 0.3778 7.8124 0.580
H -2.3599 -0.1393 5.1034 -0.727
H -3.9508 0.7397 5.2443 -0.021
H -6.0776 -0.6795 5.1820 0.388
H -5.9833 -2.3277 5.6660 0.423
H -5.6493 -1.0198 6.8303 0.401
H -4.7022 -2.5306 3.6583 0.561
H -4.2902 -0.7868 3.3681 -0.404
H -3.0056 -1.9779 3.6216 -0.117
H -3.6074 -3.0585 9.3399 0.531
H -4.8239 -3.3433 8.2231 0.299
H -4.4733 -1.6126 8.7590 0.372
H -3.5762 -4.3172 5.4635 0.157
C -5.9326 -1.3655 -5.5075 -1.964
C -5.4255 -2.6618 -4.9234 2.213
C -5.1361 -2.3199 -3.4437 -1.180
C -4.9073 -3.5789 -2.6438 1.170
C -6.2024 -4.3822 -2.7515 -1.588
C -6.4146 -4.9096 -4.1764 1.987
N -6.5216 -3.7023 -4.9740 -0.032
O -6.6030 -4.0723 -6.3718 -0.504
C -5.3823 -5.8965 -4.7484 -1.603
C -7.8468 -5.5378 -4.2342 -1.999
C -4.1235 -3.0373 -5.6558 -1.501
H -5.1132 -0.6835 -5.3886 0.244
H -6.7486 -0.9458 -4.9146 0.422
H -6.2643 -1.3872 -6.5625 0.401
H -4.3372 -1.5826 -3.2888 -0.206
H -6.0137 -1.8489 -3.0103 0.527
H -4.7335 -3.2023 -1.6183 -1.295
H -4.0875 -4.1961 -3.0007 0.484
H -7.1933 -3.8250 -2.4683 0.270
H -6.0947 -5.2691 -2.1452 0.476
H -4.4532 -5.4669 -5.0822 0.276
H -5.0762 -6.6945 -4.0416 0.345
H -5.8039 -6.4001 -5.6429 0.348
H -7.8715 -6.5027 -3.7335 0.387
H -8.4610 -4.7898 -3.7528 0.412
H -8.0955 -5.5859 -5.2581 0.513
H -3.3917 -3.5256 -5.0457 0.194
H -3.6208 -2.1220 -6.0131 0.109
H -4.3976 -3.6873 -6.4875 0.581
H -7.5420 -3.9046 -6.6128 0.375
C 5.7610 -1.7595 2.7857 -0.920
C 5.7298 -1.4955 1.2620 2.105
C 6.9388 -0.6222 0.8780 -0.213
C 8.2463 -1.3477 0.7625 -0.910
C 8.1436 -2.6312 -0.1239 -1.103
C 7.0299 -3.5890 0.3984 0.944
N 5.8276 -2.6867 0.3845 0.977
O 4.6546 -3.4590 0.6801 -0.490
C 6.7605 -4.6664 -0.6397 -1.892
C 7.3455 -4.3282 1.7358 -1.323
C 4.4051 -0.7683 1.0396 0.535
H 5.4837 -0.8141 3.3426 -0.262
H 6.7127 -2.1497 3.0396 0.639
H 5.1032 -2.5054 3.1870 0.041
H 6.5679 -0.2222 -0.1099 -0.234
H 6.9887 0.1702 1.5551 0.062
H 8.5079 -1.7750 1.7585 0.367
H 9.0799 -0.6921 0.4393 0.407
H 9.0962 -3.2335 -0.0508 0.497
H 7.9322 -2.3293 -1.1392 0.295
H 6.0116 -5.3275 -0.2985 0.544
H 6.3257 -4.3346 -1.5909 0.114
H 7.6958 -5.1513 -1.0096 0.432
H 8.0982 -5.1343 1.5698 0.456
H 7.6381 -3.5051 2.4146 0.228
H 6.3603 -4.6577 2.0623 0.227
H 3.5875 -1.2289 1.5235 -0.351
H 4.2029 -0.7250 -0.0150 -0.652
H 4.5665 0.2752 1.3215 -0.766
H 4.0970 -3.3226 -0.1042 0.244
C 4.3789 2.0499 -1.1991 -0.419
C 5.1337 1.8269 -2.5066 1.915
C 6.5951 2.1888 -2.3214 -1.272
C 7.4080 1.7425 -3.4916 -1.116
C 7.4234 0.2709 -3.6333 -0.781
C 6.0140 -0.2851 -3.7428 1.487
N 5.1487 0.3636 -2.6686 0.309
O 3.8413 -0.1649 -2.8300 1.624
C 5.3516 -0.1325 -5.1348 -1.617
C 6.1367 -1.7939 -3.4251 -1.442
C 4.4314 2.6168 -3.5789 -1.890
H 3.3744 1.7103 -1.3356 -0.457
H 4.2729 3.1404 -0.9864 0.922
H 4.8068 1.5303 -0.3732 -0.891
H 6.6872 3.2589 -2.0891 0.456
H 6.9208 1.7740 -1.3915 0.072
H 8.4357 2.0014 -3.4167 0.641
H 7.1258 2.2740 -4.4277 0.310
H 7.7966 -0.1852 -2.6796 -0.051
H 8.2153 -0.1106 -4.2811 0.592
H 6.0239 -0.4635 -5.9038 0.509
H 4.4566 -0.7707 -5.2208 0.007
H 4.9331 0.8064 -5.4546 0.335
H 6.9420 -2.2735 -4.0330 0.404
H 6.3969 -1.7650 -2.3692 0.198
H 5.2943 -2.4505 -3.8013 -0.002
H 4.0198 3.5462 -3.1812 0.468
H 3.5759 2.0577 -3.9091 0.263
H 5.0658 2.9600 -4.3747 0.388
H 3.6350 -0.5766 -1.9599 -0.798
C 3.1406 2.1988 4.5767 -1.308
C 4.0803 3.0707 5.4600 2.519
C 5.0072 2.0894 6.2506 -1.955
C 6.0527 1.4099 5.3402 0.477
C 6.8709 2.5486 4.6491 -1.651
C 6.0226 3.4787 3.7668 1.634
N 4.9602 3.9444 4.6684 0.245
O 4.1312 4.9376 3.9765 -0.544
C 6.9160 4.6942 3.5919 -2.055
C 5.5265 2.9237 2.4175 -0.688
C 3.2877 3.9177 6.4133 -2.063
H 3.6331 1.5124 3.9304 -0.719
H 2.6516 2.8723 3.8558 0.457
H 2.2677 1.7673 5.1020 0.462
H 5.5366 2.6925 6.9748 0.381
H 4.3151 1.5258 6.8183 0.677
H 5.5510 0.7360 4.6493 -0.746
H 6.7436 0.7390 5.8651 0.524
H 7.6737 2.2159 3.9294 0.520
H 7.2962 3.1035 5.4329 0.456
H 6.3744 5.5224 3.1801 0.410
H 7.2542 4.8649 4.5971 0.529
H 7.8171 4.3939 2.9884 0.326
H 4.8796 3.6986 2.0398 0.665
H 6.3733 2.7283 1.7260 0.317
H 4.9296 2.0510 2.5999 -0.505
H 2.4833 4.4318 5.8592 0.276
H 3.9938 4.6151 6.8364 0.546
H 2.9533 3.2403 7.2367 0.375
H 4.0797 5.6977 4.5274 0.356
C -1.1121 0.2860 -4.3360 -1.225
C -0.2661 0.2307 -5.6207 4.798
C -0.3733 -1.1225 -6.2159 -0.469
C 0.1062 -1.2746 -7.6777 -0.367
C -0.8079 -0.4532 -8.4414 -1.419
C -0.7210 1.0625 -8.0368 1.349
N -1.0004 1.1014 -6.5465 0.056
O -0.7301 2.4380 -6.1833 -0.547
C 0.6215 1.7145 -8.4726 -1.371
C -1.8845 1.7820 -8.7712 -1.871
C 1.1918 0.6821 -5.3039 -2.025
H -1.0621 1.2607 -3.8160 -0.329
H -0.8891 -0.5030 -3.5884 -0.821
H -2.1306 0.0854 -4.7162 0.491
H 0.0360 -1.8478 -5.5323 -0.702
H -1.4314 -1.3672 -6.2897 0.032
H -0.0492 -2.3317 -8.0106 0.409
H 1.2002 -1.0383 -7.6615 0.250
H -1.8530 -0.9065 -8.3230 0.197
H -0.6739 -0.4876 -9.5382 0.495
H 0.9883 1.0554 -9.2426 0.365
H 0.5421 2.7718 -8.6849 0.353
H 1.3210 1.6448 -7.6361 0.232
H -2.0111 1.6134 -9.8390 0.368
H -2.8443 1.4136 -8.3337 0.373
H -1.8149 2.8684 -8.5724 0.345
H 1.2615 1.8092 -5.3419 0.410
H 1.9686 0.3467 -5.9551 0.488
H 1.4990 0.4861 -4.2910 -0.250
H -1.5446 2.7541 -5.7814 0.181
C -6.2150 1.6981 -0.5798 -0.872
C -5.5551 0.5700 -0.9974 0.020
C -5.6504 -0.6062 -0.2848 0.923
C -6.5646 -0.6369 0.7323 -0.364
C -7.2987 0.4248 1.1784 -0.421
C -7.1296 1.6025 0.4981 -0.588
N -6.7494 -1.8586 1.4886 1.095
O -7.4946 -1.8629 2.4110 -0.660
O -6.2262 -2.8857 1.0391 -0.583
H -6.0943 2.5449 -1.2244 0.436
H -4.8338 0.5560 -1.8255 0.605
H -5.1335 -1.5556 -0.4573 -0.547
H -7.9779 0.3341 1.9860 0.621
H -7.7016 2.4329 0.9112 0.350
C 1.2241 -4.4509 -5.7697 -0.607
C 2.1615 -3.5799 -5.2644 -0.165
C 2.3190 -3.3535 -3.9436 0.516
C 1.4194 -3.9284 -3.0401 -0.194
C 0.3391 -4.6781 -3.5728 -0.456
C 0.2595 -4.9492 -4.9479 -0.747
N 1.5903 -3.8399 -1.6674 0.058
O 0.9679 -4.6165 -0.9297 -0.395
O 2.4473 -3.0747 -1.2269 0.402
H 1.2910 -4.7797 -6.8396 0.375
H 2.8516 -3.1479 -5.9007 0.572
H 3.2062 -2.8071 -3.5763 -0.463
H -0.3583 -5.1623 -2.8857 0.414
H -0.5662 -5.5546 -5.2787 0.481
C 1.1303 -3.1542 2.2378 -0.411
C -0.0889 -2.7898 2.8636 1.202
C -0.1179 -1.9560 3.9656 0.660
C 1.1060 -1.5664 4.5110 -0.394
C 2.3081 -1.9199 3.9557 -0.805
C 2.3140 -2.7021 2.7988 -0.611
N 0.9912 -0.6889 5.6968 1.183
O 0.0426 0.0718 5.7375 -0.488
O 1.8187 -0.7882 6.6025 -0.692
H 1.1701 -3.7435 1.3426 0.349
H -1.0029 -3.2697 2.4852 -0.529
H -1.1110 -1.6111 4.3211 -0.286
H 3.2919 -1.6929 4.4575 0.459
H 3.2202 -3.0009 2.3287 0.492
C 0.4370 0.9415 1.9871 0.319
C -0.8566 0.4460 2.0431 1.000
C -1.3431 -0.2573 0.9675 -0.729
C -0.5249 -0.6098 -0.0932 0.068
C 0.8316 -0.2215 -0.1391 0.671
C 1.2451 0.6733 0.8561 -0.109
N -1.1952 -1.2955 -1.1835 0.309
O -2.3658 -1.1100 -1.3039 0.014
O -0.4843 -2.0745 -1.8396 0.415
H 0.8458 1.6105 2.8140 -1.230
H -1.4840 0.5347 2.9491 0.225
H -2.4182 -0.5210 1.0066 -0.165
H 1.5292 -0.6749 -0.8280 -0.110
H 2.2360 1.0878 0.8223 -0.226
C -1.9599 -4.8475 0.4113 0.118
C -0.9870 -5.6914 0.9629 -0.860
C -1.2272 -6.2989 2.2016 -0.932
C -2.3896 -5.9205 2.8683 -0.175
C -3.3226 -5.0535 2.3317 -0.509
C -3.1214 -4.5773 1.0837 0.198
N -2.7105 -6.5164 4.2481 1.244
O -3.7796 -6.2005 4.7343 -0.676
O -1.8771 -7.2823 4.7027 -0.662
H -1.6871 -4.3387 -0.5213 0.276
H -0.1149 -5.9894 0.3866 0.587
H -0.5404 -6.8616 2.7778 0.584
H -4.1639 -4.7562 2.9017 0.871
H -3.9941 -3.9896 0.6670 -0.051
```

Output
- HOMO energy: -8.5 eV
- LUMO level: -1.435 eV

***

DFT (ωB97M-V with the def2-TZVPD basis set) results for a structure of composition C10H10AsN2O4ReS5.

Structure (XYZ):
```
33
Properties=species:S:1:pos:R:3:nbo_charge:R:1
Re 0.9570 -1.2620 -0.3763 0.949
N 0.5456 -2.5773 3.5632 -0.702
C 0.6881 -2.5503 2.2637 0.718
O 1.1871 -1.5298 1.6987 -0.662
C 0.3265 -3.6957 1.3815 -0.528
C 0.1869 -3.1854 -0.0511 -0.597
H 0.8126 -1.7760 4.1184 0.444
H 0.1678 -3.3849 4.0333 0.435
H -0.5799 -4.1967 1.7223 0.275
H 1.1403 -4.4225 1.4561 0.278
H -0.8582 -3.0570 -0.3449 0.279
H 0.6804 -3.8249 -0.7858 0.268
S 3.7221 0.6677 -4.0350 0.017
As 2.7853 -0.8588 -2.9096 0.870
S 0.5802 -1.1545 -2.5580 0.032
S 3.1217 -1.3605 -0.7364 0.068
S 3.9647 -1.4225 -4.6051 -0.010
O 1.6593 1.7403 -1.4819 -0.533
C 0.7430 1.6723 -0.7120 0.692
N 0.5989 0.5765 0.2213 -0.821
S -0.9499 0.5068 0.8715 2.285
O -1.3462 -0.7415 0.1868 -0.925
O -1.0303 0.5259 2.2855 -0.828
C -1.4823 1.9904 0.1499 -0.268
C -2.6962 2.6168 0.3475 -0.174
C -2.8642 3.8471 -0.2807 -0.141
C -1.8506 4.4111 -1.0513 -0.149
C -0.6304 3.7664 -1.2258 -0.126
C -0.4516 2.5419 -0.6109 -0.172
H -3.4766 2.1835 0.9579 0.261
H -3.7995 4.3766 -0.1592 0.255
H -2.0147 5.3729 -1.5177 0.254
H 0.1633 4.2044 -1.8158 0.257
```

Output
- Total charge: +2
- HOMO energy: -15.5 eV
- LUMO level: -8.980 eV
- Energy above the lowest of the compared OMol25 structures with the same formula, charge and spin: 0.0 kcal per mole

***

DFT (ωB97M-V with the def2-TZVPD basis set) results for a structure of composition C10H10BBrF4Sn.

Structure (XYZ):
```
27
Properties=species:S:1:pos:R:3:mulliken_charge:R:1
C -1.4367 -0.8637 -2.0852 -0.337
C -1.5400 -1.8661 -1.0819 -0.597
C -2.2916 -1.3217 0.0058 -0.630
H -1.1490 -2.8796 -1.1258 0.493
C -2.6078 0.0300 -0.3107 -0.407
C -2.0879 0.3158 -1.6045 -0.437
H -2.1693 1.2672 -2.1298 0.440
H -0.9309 -0.9843 -3.0446 0.478
H -2.5923 -1.8557 0.9122 0.663
H -3.1515 0.7109 0.3366 0.396
Sn 0.3570 -1.4344 1.5670 1.129
Br 1.3501 -3.6518 2.3472 -0.475
C 2.0429 1.3727 -0.0287 -0.308
C 1.4885 2.2804 -0.9769 -0.557
C 1.4569 1.6177 -2.2380 -0.485
H 1.1129 3.2731 -0.7469 0.409
C 2.0231 0.3230 -2.0829 -0.449
C 2.3855 0.1680 -0.7112 -0.690
H 2.8275 -0.7203 -0.2758 0.676
H 2.1509 1.5384 1.0395 0.513
H 1.0791 2.0522 -3.1615 0.448
H 2.1242 -0.4295 -2.8559 0.466
F -0.6005 0.9527 2.5607 -0.292
B -0.0879 0.2974 3.7059 0.620
F 1.3071 0.0416 3.4706 -0.369
F -0.3784 0.8776 4.8821 -0.267
F -0.6818 -1.1114 3.6328 -0.432
```

Output
- HOMO energy (alpha / beta): -8.7 / -8.6 eV
- LUMO level (alpha / beta): -2.834 / -2.408 eV
- Energy above the lowest of the compared OMol25 structures with the same formula, charge and spin: 0.0 kcal per mole